Formula: FH2NO3S
Source: the OMol25 dataset
Level of theory: wB97M-V/def2-TZVPD

Each line ends with the Löwdin charge.
Geometry (Å):
O -2.290 0.554 -0.255  -0.240
F -0.613 -0.651 1.074  -0.218
S -1.002 -0.051 -0.404  0.822
N 1.465 0.409 0.278  -0.042
H 1.552 -0.454 -0.169  0.060
O 0.523 1.067 -0.391  -0.231
H 1.143 0.243 1.278  0.126
O -0.777 -1.117 -1.412  -0.277

Computed properties:
2S+1   1
SMILES   NOS(=O)(=O)F
Lowest unoccupied orbital energy (spin up / spin down)   -0.75 / -0.75 eV
HOMO-LUMO gap (spin up / spin down)   10.07 / 10.07 eV

Formula: C4H8CdO6
Source: the OMol25 dataset
Level of theory: wB97M-V/def2-TZVPD

Each line ends with the Löwdin charge.
Geometry (Å):
O -10.465 22.210 23.817  -0.124
O -8.074 22.481 21.151  -0.156
C -9.860 23.650 25.693  -0.036
H -5.626 22.941 20.017  0.043
O -8.539 22.018 24.461  -0.132
O -10.581 20.474 21.201  -0.600
H -4.899 21.710 20.974  0.045
H -8.981 23.698 26.336  0.058
C -5.634 22.513 21.020  -0.036
H -10.644 23.384 26.402  0.056
H -10.924 20.898 20.390  -0.137
C -9.640 22.612 24.615  -0.788
O -9.273 19.220 23.188  -0.603
H -10.206 24.609 25.309  0.062
H -5.315 23.278 21.728  0.054
C -7.027 21.827 21.291  -0.756
O -7.153 20.682 21.786  -0.119
H -9.616 19.250 24.103  -0.147
Cd -9.241 21.202 22.450  1.314

Computed properties:
Charge   -2
2S+1   1
Lowest unoccupied orbital energy   5.98 eV
HOMO-LUMO gap   5.41 eV

Table of ΔE to the lowest compared entry with this formula, charge and spin (kcal/mol), in record order: 22.7 44.4